1.
Computed, not measured: 2 unconnected molecules or ions with the total composition C22H33ClNO5, with the ωB97M-V functional and the def2-TZVPD basis.

## Properties
Spin multiplicity: 1
Frontier orbital gap in eV: 4.03
Net charge: -1

Positions of all 62 atoms, in Å:
1 O -5.59 -2.92 2.95
2 C -5.43 -2.36 1.89
3 O -4.84 -3.09 0.86
4 C -5.96 -0.90 1.76
5 C -5.31 -0.08 0.54
6 C -3.84 0.30 0.93
7 C -2.67 0.17 -0.13
8 C -2.56 1.50 -1.03
9 C -3.92 2.25 -1.27
10 C -3.77 3.26 -2.50
11 Cl -3.67 2.25 -4.05
12 C -2.96 -0.97 -1.23
13 C -1.63 -1.83 -1.47
14 C -0.45 -1.02 -2.13
15 N 0.26 -0.08 -1.25
16 C 0.68 -0.67 0.02
17 C 1.34 0.51 0.85
18 C 0.39 1.45 1.45
19 C 0.87 2.61 2.21
20 C 2.33 2.80 2.34
21 C 3.26 1.82 1.77
22 C 2.78 0.67 1.01
23 O 3.69 -0.26 0.46
24 H -3.88 -2.88 0.88
25 H -7.07 -0.87 1.76
26 H -5.63 -0.36 2.69
27 H -5.92 0.87 0.49
28 H -5.49 -0.62 -0.42
29 H -3.53 -0.32 1.84
30 H -3.83 1.37 1.30
31 H -2.06 1.26 -2.01
32 H -1.87 2.22 -0.49
33 H -4.78 1.59 -1.54
34 H -4.19 2.92 -0.40
35 H -4.69 3.88 -2.62
36 H -2.83 3.87 -2.41
37 H -3.28 -0.48 -2.19
38 H -3.72 -1.72 -0.88
39 H -1.34 -2.38 -0.54
40 H -1.94 -2.64 -2.21
41 H 0.32 -1.78 -2.50
42 H -0.82 -0.49 -3.05
43 H 1.09 0.26 -1.74
44 H 1.46 -1.49 -0.08
45 H -0.16 -1.04 0.66
46 H -0.72 1.30 1.34
47 H 0.14 3.34 2.65
48 H 2.66 3.71 2.90
49 H 4.35 2.02 1.91
50 H 3.63 -1.07 1.00
51 O 8.36 0.95 1.01
52 C 8.12 -0.10 0.49
53 O 9.07 -0.91 -0.05
54 C 8.43 -2.03 -0.68
55 C 7.07 -2.15 -0.02
56 C 6.75 -0.70 0.30
57 H 8.36 -1.83 -1.76
58 H 9.04 -2.93 -0.54
59 H 6.33 -2.64 -0.65
60 H 7.16 -2.72 0.90
61 H 6.25 -0.20 -0.53
62 H 6.15 -0.61 1.20

natural (NBO) population analysis, charges in e, atoms 1 to 4:
1 O -0.573
2 C 0.797
3 O -0.738
4 C -0.514


2.
Computed, not measured: a molecular structure, C52H63Ge2NO5S4Tl, with the ωB97M-V functional and the def2-TZVPD basis.

## Properties
Spin multiplicity: 1
Frontier orbital gap in eV: 8.43
Net charge: +1

Positions of all 128 atoms, in Å:
1 Tl 8.52 17.69 13.21
2 C 11.46 8.45 15.08
3 C 11.87 9.81 15.43
4 C 11.17 10.50 16.41
5 C 11.46 11.83 16.76
6 C 10.68 12.55 17.89
7 C 12.48 12.48 16.06
8 C 13.30 11.75 15.20
9 C 14.53 12.48 14.60
10 C 13.06 10.37 14.92
11 C 12.72 13.90 16.35
12 C 13.68 14.20 17.32
13 C 14.04 15.51 17.52
14 C 13.37 16.54 16.93
15 C 12.34 16.26 16.00
16 C 12.12 14.94 15.67
17 Ge 10.77 14.57 14.33
18 S 8.66 15.14 14.97
19 S 10.96 15.68 12.42
20 Ge 9.39 14.16 11.95
21 S 7.66 14.75 13.18
22 S 10.29 12.64 13.33
23 C 9.01 13.82 10.04
24 C 8.17 12.67 9.82
25 C 7.82 12.35 8.51
26 C 8.21 13.15 7.47
27 C 8.96 14.30 7.72
28 C 9.39 14.69 9.00
29 C 10.11 15.99 9.21
30 C 9.38 17.12 9.55
31 C 7.86 17.07 9.62
32 C 10.07 18.28 9.82
33 C 11.43 18.43 9.67
34 C 12.22 19.69 10.00
35 C 12.18 17.31 9.33
36 C 11.55 16.06 9.22
37 C 12.38 14.82 9.12
38 C 7.87 11.72 10.94
39 C 8.80 10.79 11.33
40 C 10.15 10.54 10.56
41 C 8.58 9.99 12.43
42 C 7.48 10.14 13.24
43 C 7.29 9.40 14.51
44 C 6.53 11.03 12.77
45 C 6.67 11.82 11.64
46 C 5.54 12.75 11.27
47 C 11.60 17.46 15.44
48 C 10.40 17.93 16.04
49 C 9.83 17.25 17.25
50 C 9.84 19.11 15.57
51 C 10.45 19.88 14.58
52 C 9.91 21.20 14.26
53 C 11.59 19.34 13.93
54 C 12.20 18.21 14.40
55 C 13.49 17.77 13.82
56 H 10.42 8.26 15.34
57 H 12.07 7.79 15.66
58 H 11.63 8.11 14.06
59 H 10.38 9.98 16.94
60 H 10.04 11.88 18.44
61 H 9.97 13.22 17.37
62 H 11.38 12.98 18.54
63 H 14.25 13.23 13.83
64 H 15.20 11.71 14.16
65 H 15.04 13.04 15.39
66 H 13.79 9.79 14.38
67 H 14.18 13.39 17.77
68 H 14.79 15.77 18.26
69 H 13.54 17.56 17.21
70 H 7.26 11.42 8.37
71 H 8.03 12.85 6.47
72 H 9.15 14.97 6.87
73 H 7.37 16.65 8.76
74 H 7.48 18.07 9.87
75 H 7.56 16.42 10.44
76 H 9.54 19.19 10.04
77 H 12.27 20.39 9.17
78 H 13.25 19.48 10.27
79 H 11.68 20.18 10.80
80 H 13.21 17.45 9.19
81 H 13.43 15.07 8.85
82 H 11.89 14.15 8.37
83 H 12.32 14.28 10.04
84 H 10.01 10.21 9.55
85 H 10.68 9.81 11.22
86 H 10.73 11.47 10.55
87 H 9.35 9.23 12.65
88 H 8.16 9.67 15.18
89 H 7.40 8.30 14.33
90 H 6.40 9.62 15.05
91 H 5.62 11.18 13.38
92 H 5.01 13.14 12.12
93 H 4.86 12.24 10.58
94 H 5.92 13.65 10.71
95 H 10.05 17.86 18.16
96 H 10.39 16.32 17.42
97 H 8.77 17.15 17.16
98 H 8.98 19.49 16.08
99 H 10.69 21.88 13.94
100 H 9.52 21.71 15.13
101 H 9.20 21.15 13.44
102 H 12.02 19.93 13.18
103 H 13.28 17.00 13.05
104 H 14.20 17.37 14.51
105 H 13.91 18.57 13.27
106 O 6.17 19.54 13.68
107 H 6.44 20.38 13.35
108 H 5.88 19.20 12.85
109 O 5.86 17.05 14.94
110 H 5.93 18.01 14.81
111 H 5.33 16.94 15.70
112 O 5.41 17.18 12.10
113 H 5.08 16.43 11.55
114 H 5.31 16.91 13.01
115 O 5.57 22.14 16.99
116 C 6.07 22.86 16.29
117 C 6.64 24.59 10.19
118 N 7.13 23.22 10.32
119 C 8.16 22.81 9.47
120 C 6.57 22.43 11.26
121 O 6.80 21.26 11.54
122 H 6.34 24.77 9.13
123 H 7.38 25.36 10.46
124 H 5.78 24.71 10.84
125 H 7.90 22.86 8.37
126 H 8.41 21.73 9.55
127 H 9.01 23.46 9.62
128 H 5.78 22.97 11.77

Mulliken population analysis, charges in e, atoms 1 to 4:
1 Tl 1.409
2 C -1.913
3 C 0.876
4 C -1.037


3.
Computed, not measured: a molecular structure, C53H35BrF4N7O2PSTl, with the ωB97M-V functional and the def2-TZVPD basis.

## Properties
Spin multiplicity: 1
Frontier orbital gap in eV: 7.34
Net charge: +1

Positions of all 105 atoms, in Å:
1 Tl -0.18 0.93 -0.07
2 C -4.32 -1.92 0.45
3 O -4.62 -0.54 0.64
4 C -3.71 0.15 -0.09
5 N -2.91 -0.52 -0.82
6 C -3.27 -1.92 -0.69
7 C -2.01 -2.76 -0.50
8 C -0.84 -4.43 -1.22
9 C 0.45 -4.49 -0.49
10 C 0.83 -3.65 0.47
11 C 0.04 -2.54 0.98
12 C -1.16 -2.14 0.56
13 C -3.79 1.62 -0.05
14 C -5.03 2.25 -0.12
15 C -5.06 3.63 -0.15
16 C -3.87 4.33 -0.09
17 C -2.68 3.61 -0.01
18 N -2.64 2.28 0.01
19 C -1.39 4.32 0.03
20 N -0.25 3.77 0.03
21 C 0.76 4.82 -0.01
22 C -0.09 6.12 0.05
23 O -1.44 5.66 0.04
24 C 1.81 4.70 1.08
25 C 2.09 3.47 1.64
26 C 3.08 3.35 2.61
27 C 3.80 4.47 3.00
28 C 3.52 5.70 2.43
29 C 2.53 5.81 1.47
30 H -5.24 -2.44 0.18
31 H -3.92 -2.33 1.38
32 H -3.75 -2.21 -1.63
33 H -0.93 -5.26 -1.92
34 H 1.08 -5.33 -0.75
35 H 1.79 -3.79 0.95
36 H 0.47 -2.02 1.81
37 H -1.64 -1.35 1.13
38 H -5.93 1.66 -0.17
39 H -6.00 4.16 -0.22
40 H -3.84 5.41 -0.11
41 H 1.28 4.73 -0.98
42 H 0.06 6.78 -0.81
43 H 0.07 6.67 0.97
44 H 1.54 2.60 1.32
45 H 3.30 2.39 3.04
46 H 4.58 4.38 3.74
47 H 4.08 6.57 2.74
48 H 2.34 6.78 1.03
49 F 0.25 -1.38 -8.25
50 C 0.10 -1.44 -6.93
51 C 0.39 -2.62 -6.25
52 F 0.81 -3.70 -6.91
53 C 0.23 -2.66 -4.87
54 F 0.48 -3.81 -4.22
55 C -0.20 -1.56 -4.14
56 P -0.26 -1.53 -2.28
57 C -1.27 -3.07 -1.84
58 C -2.23 -3.31 -2.96
59 C -3.21 -4.22 -3.02
60 C -3.69 -5.08 -1.97
61 C -3.24 -5.07 -0.71
62 C -2.05 -4.30 -0.25
63 C 1.58 -1.66 -2.26
64 C 2.36 -2.81 -2.24
65 C 3.74 -2.71 -2.33
66 C 4.35 -1.47 -2.47
67 C 3.58 -0.32 -2.51
68 C 2.20 -0.42 -2.39
69 C -0.49 -0.40 -4.84
70 Br -1.09 1.14 -3.91
71 C -0.34 -0.33 -6.22
72 F -0.62 0.79 -6.87
73 H -2.13 -2.66 -3.82
74 H -3.77 -4.29 -3.95
75 H -4.52 -5.73 -2.22
76 H -3.70 -5.71 0.03
77 H -1.82 -4.56 0.79
78 H 1.90 -3.78 -2.16
79 H 4.34 -3.60 -2.30
80 H 5.42 -1.40 -2.56
81 H 4.05 0.64 -2.61
82 H 1.60 0.49 -2.42
83 S 3.29 0.07 7.53
84 N 3.79 -0.47 6.10
85 C 2.91 -0.11 5.17
86 C 2.98 -0.38 3.77
87 C 4.06 -1.05 3.18
88 C 4.07 -1.22 1.81
89 C 3.00 -0.70 1.07
90 N 1.97 -0.08 1.61
91 C 1.93 0.08 2.94
92 C 0.79 0.77 3.51
93 N -0.22 1.12 2.69
94 C -1.24 1.79 3.18
95 C -1.35 2.16 4.52
96 C -0.35 1.79 5.39
97 C 0.74 1.07 4.89
98 C 1.82 0.62 5.72
99 N 1.93 0.78 7.03
100 H 4.85 -1.42 3.81
101 H 4.87 -1.73 1.31
102 H 2.98 -0.79 0.00
103 H -2.01 2.04 2.47
104 H -2.21 2.72 4.86
105 H -0.37 2.03 6.44

Mulliken population analysis, charges in e, atoms 1 to 4:
1 Tl 2.042
2 C -0.667
3 O -0.427
4 C 0.471


4.
Computed, not measured: a single C12H22N2OS molecule, with the ωB97M-V functional and the def2-TZVPD basis.

## Properties
Spin multiplicity: 1
SMILES: C[C@@H]1CN(C(=S)NC2CCCC2)C[C@H](C)O1
Frontier orbital gap in eV: 8.51

Positions of all 38 atoms, in Å:
1 C 3.23 1.32 -0.56
2 C 2.78 0.44 -1.80
3 C 1.42 0.72 -2.38
4 N 0.42 0.25 -1.69
5 C -0.42 1.10 -1.05
6 N -1.05 0.47 -0.02
7 H -0.95 -0.45 0.13
8 C -2.09 0.97 0.77
9 H -2.01 2.04 0.53
10 C -3.50 0.48 0.71
11 H -3.59 0.05 -0.27
12 H -4.12 1.02 0.99
13 C -3.54 -0.70 1.45
14 H -4.39 -1.03 2.15
15 H -3.31 -1.74 0.87
16 C -2.19 -0.55 2.67
17 H -2.71 -0.53 3.64
18 H -1.48 -1.31 2.52
19 C -1.83 0.65 2.38
20 H -0.57 0.83 2.63
21 H -2.23 1.49 2.86
22 S -0.08 2.62 -0.90
23 C 0.66 -1.30 -1.58
24 H 0.76 -1.54 -2.58
25 C 1.85 -1.86 -1.13
26 C 1.82 -1.43 0.56
27 H 2.85 -1.34 0.87
28 H 1.48 -0.59 0.83
29 H 1.37 -2.09 1.00
30 O 3.02 -0.90 -1.58
31 H 2.11 -2.80 -1.20
32 H -0.27 -1.72 -1.28
33 H 1.46 0.38 -3.45
34 H 1.42 2.00 -2.57
35 H 3.71 0.67 -2.67
36 H 3.54 2.11 -0.85
37 H 3.94 0.78 -0.20
38 H 2.50 1.48 0.22

natural (NBO) population analysis, charges in e, atoms 1 to 4:
1 C -0.601
2 C 0.140
3 C -0.278
4 N -0.442


5.
Computed, not measured: a single C5H12N2S molecule, with the ωB97M-V functional and the def2-TZVPD basis.

## Properties
Spin multiplicity: 1
SMILES: C=NSC[C@H](N)CC
Frontier orbital gap in eV: 9.48

Positions of all 20 atoms, in Å:
1 C -0.65 -1.82 -2.65
2 C 0.36 -2.05 -1.53
3 C 0.03 -1.10 -0.32
4 C 0.54 0.31 -0.64
5 C -0.17 2.17 2.61
6 H -0.32 -2.32 -3.51
7 H -0.75 -0.79 -2.87
8 H -1.62 -2.23 -2.37
9 H 1.41 -1.99 -1.86
10 H 0.26 -3.08 -1.18
11 H -1.06 -1.08 -0.28
12 H 0.41 -0.96 1.64
13 H 0.30 -2.51 1.06
14 H 1.57 0.35 -0.33
15 H 0.52 0.55 -1.69
16 H 0.16 1.93 3.60
17 H -0.76 3.08 2.42
18 N 0.71 -1.58 0.87
19 N 0.21 1.36 1.70
20 S -0.45 1.59 0.16

natural (NBO) population analysis, charges in e, atoms 1 to 4:
1 C -0.607
2 C -0.393
3 C -0.056
4 C -0.550


6.
Computed, not measured: 2 unconnected molecules or ions with the total composition C3H6N2O2, with the ωB97M-V functional and the def2-TZVPD basis.

## Properties
Spin multiplicity: 1
Frontier orbital gap (spin up / spin down) in eV: 8.78 / 8.78

Positions of all 13 atoms, in Å:
1 C -0.17 0.29 -0.55
2 C -0.92 -1.23 0.73
3 C 0.45 1.55 -1.01
4 N -0.68 0.08 0.63
5 N -0.86 -1.75 -0.61
6 O -0.18 -0.74 -1.30
7 O 0.75 -1.75 1.96
8 H -1.57 -1.72 1.42
9 H 1.32 1.78 -0.24
10 H -0.34 2.37 -1.02
11 H 0.96 1.53 -1.97
12 H -0.68 -2.67 -0.85
13 H 0.97 -0.77 2.15

natural (NBO) population analysis, charges in e, atoms 1 to 4:
1 C 0.581
2 C 0.363
3 C -0.689
4 N -0.527


7.
Computed, not measured: a molecular structure, C13H21BBr12NO3S, with the ωB97M-V functional and the def2-TZVPD basis.

## Properties
Spin multiplicity: 1
Frontier orbital gap in eV: 6.73
Net charge: -1

Positions of all 52 atoms, in Å:
1 C -0.64 -3.53 1.78
2 C -0.17 -2.55 1.27
3 B 0.53 -1.29 0.61
4 C 1.34 -0.46 1.75
5 C 2.63 0.28 1.33
6 C 3.54 -0.51 0.39
7 C 3.88 -1.90 0.93
8 N 5.34 -2.22 0.82
9 C 5.59 -3.40 0.05
10 C 4.97 -4.71 0.53
11 O 6.28 -3.37 -0.93
12 S -0.88 -0.26 -0.18
13 C -0.12 1.19 -0.94
14 O -1.47 -1.00 -1.30
15 O -1.86 0.23 0.80
16 H -1.17 -4.30 2.30
17 H 1.19 -1.70 -0.32
18 H 0.66 0.32 2.13
19 H 1.56 -1.08 2.62
20 H 3.21 0.48 2.24
21 H 2.41 1.26 0.91
22 H 3.06 -0.61 -0.58
23 H 4.47 0.04 0.20
24 H 3.32 -2.63 0.34
25 H 3.54 -2.00 1.96
26 H 5.70 -2.39 1.75
27 H 5.73 -5.25 1.10
28 H 4.66 -5.30 -0.32
29 H 4.11 -4.52 1.17
30 H 0.94 0.97 -1.06
31 H -0.56 1.28 -1.92
32 H -0.28 2.07 -0.33
33 C -3.41 0.34 3.37
34 Br -3.47 1.68 4.76
35 Br -2.03 -0.93 3.64
36 Br -5.13 -0.50 3.13
37 H -3.18 0.85 2.44
38 C -0.86 2.87 -5.19
39 Br -2.43 2.44 -4.17
40 Br -0.35 4.71 -4.97
41 Br 0.59 1.68 -4.78
42 H -1.11 2.73 -6.23
43 C -2.13 6.90 -8.53
44 Br -2.80 7.28 -6.77
45 Br -0.97 8.31 -9.16
46 Br -1.27 5.19 -8.63
47 H -2.98 6.87 -9.20
48 C -8.00 -0.73 6.12
49 Br -9.81 -0.93 6.75
50 Br -7.33 1.04 6.44
51 Br -6.83 -2.07 6.85
52 H -8.02 -0.87 5.05

natural (NBO) population analysis, charges in e, atoms 1 to 4:
1 C -0.343
2 C -0.134
3 B -0.270
4 C -0.637


8.
Computed, not measured: a molecular structure, C33H34HgN6OPS3, with the ωB97M-V functional and the def2-TZVPD basis.

## Properties
Expectation value of S²: 0.8219
Spin multiplicity: 2
Frontier orbital gap (spin up / spin down) in eV: 3.43 / 4.65
Net charge: -2

Positions of all 79 atoms, in Å:
1 Hg 1.12 0.96 -0.30
2 C 2.73 3.57 2.94
3 C 1.56 3.98 3.62
4 C 0.34 3.81 3.05
5 C 0.21 3.22 1.73
6 N 1.36 2.82 1.10
7 C 2.55 3.00 1.70
8 N -1.00 3.12 1.24
9 C -1.46 2.49 0.12
10 N -0.97 1.42 -0.62
11 C -1.94 1.01 -1.54
12 N -1.98 0.10 -2.48
13 C -1.16 -0.78 -3.08
14 C -1.49 -1.37 -4.30
15 C -0.50 -1.86 -5.17
16 C 0.83 -1.46 -4.91
17 C 1.16 -0.94 -3.69
18 N 0.21 -1.17 -2.61
19 C -3.09 1.86 -1.35
20 C -4.31 1.93 -2.03
21 C -5.21 2.91 -1.66
22 C -4.91 3.83 -0.62
23 C -3.70 3.77 0.04
24 C -2.78 2.77 -0.33
25 H 3.72 3.68 3.36
26 H 1.64 4.41 4.62
27 H -0.58 4.10 3.54
28 H 3.40 2.64 1.13
29 H -2.53 -1.30 -4.62
30 H -0.77 -2.33 -6.11
31 H 1.56 -1.41 -5.72
32 H 2.01 -0.32 -3.46
33 H -4.53 1.23 -2.82
34 H -6.17 2.98 -2.17
35 H -5.63 4.60 -0.36
36 H -3.45 4.47 0.83
37 S 5.59 -0.60 -0.10
38 C 3.99 -0.11 -0.26
39 S 3.50 1.12 -1.39
40 S 2.71 -0.82 0.68
41 O 0.22 0.40 2.37
42 C -0.17 -0.28 3.27
43 C 0.30 -0.11 4.69
44 C -0.61 1.00 5.27
45 C -2.12 0.88 5.01
46 C -2.55 1.06 3.54
47 C -2.47 -0.23 2.70
48 N -1.33 -1.07 3.14
49 H 1.34 0.21 4.71
50 H 0.20 -1.04 5.25
51 H -0.27 1.95 4.84
52 H -0.43 1.05 6.35
53 H -2.60 1.67 5.59
54 H -2.51 -0.06 5.41
55 H -1.91 1.82 3.07
56 H -3.57 1.44 3.49
57 H -2.35 0.02 1.65
58 H -3.37 -0.84 2.81
59 H -1.54 -1.55 4.00
60 C -0.76 -4.01 -2.78
61 P 0.10 -2.66 -1.93
62 C -0.89 -2.43 -0.45
63 C 1.69 -3.44 -1.55
64 C 2.91 -2.96 -2.02
65 C 4.08 -3.65 -1.73
66 C 4.04 -4.80 -0.96
67 C 2.83 -5.28 -0.48
68 C 1.66 -4.60 -0.78
69 H -0.19 -4.31 -3.66
70 H -1.75 -3.68 -3.08
71 H -0.82 -4.85 -2.08
72 H -0.78 -3.29 0.21
73 H -1.92 -2.32 -0.77
74 H -0.57 -1.53 0.09
75 H 2.95 -2.04 -2.58
76 H 5.02 -3.25 -2.06
77 H 4.96 -5.32 -0.72
78 H 2.80 -6.17 0.14
79 H 0.72 -4.96 -0.37

Mulliken population analysis, charges in e, atoms 1 to 4:
1 Hg 1.714
2 C -0.813
3 C -0.140
4 C -0.513


no.,strongest force on any atom (eV/A),electronic energy (hartree)
1,2.93,-1749.1220
2,3.07,-8369.3503
3,1.29,-6459.7351
4,14.39,-1052.9172
5,2.38,-705.3662
6,4.53,-377.7514
7,1.01,-32099.5964
8,0.61,-3371.0302